196
Properties=species:S:1:pos:R:3:lowdin_charge:R:1 method="wB97M-V/def2-TZVPD" energy_ev=-286888.40246 e_lumo_ev=-5.4 homo_energy_ev=-8.278 orbital_gap_ev=2.92
S -4.85 0.63 -1.04 0.436
S 0.27 -1.06 -7.12 0.417
S -0.20 -6.97 0.11 0.396
S 0.54 -9.19 0.11 0.625
S 4.77 -3.64 -2.78 0.473
S 6.40 -1.99 -3.00 0.614
S -4.89 -2.08 3.23 0.427
S 0.62 -3.20 -6.30 0.625
S -3.64 -3.07 5.03 0.568
S -5.93 1.11 -3.04 0.577
S 3.55 0.90 0.80 0.637
S 1.91 2.51 1.35 0.407
F -5.93 0.20 -4.39 -0.219
F -4.57 -0.58 0.01 -0.206
F 0.30 2.69 1.28 -0.236
F 3.28 -3.97 -3.28 -0.214
F -0.11 -10.60 -0.41 -0.242
F -6.41 -1.44 3.04 -0.223
F 1.90 -4.01 -5.64 -0.206
F 3.44 -0.46 -0.08 -0.199
F 6.81 -0.95 -4.14 -0.221
F 1.14 0.27 -7.35 -0.214
F -1.64 -6.21 0.07 -0.248
F -3.21 -2.35 6.35 -0.197
O 6.28 -1.07 -1.85 -0.309
O -1.65 6.61 -1.43 0.149
O 0.44 -4.03 -7.49 -0.254
O -3.78 -3.95 -2.61 0.144
O 2.66 1.59 -4.64 0.087
O -0.77 -0.64 -6.20 -0.301
O 1.66 -9.02 -0.83 -0.290
O 0.56 -6.40 -1.00 -0.301
O -0.88 0.35 -0.15 0.095
O -3.53 1.21 -1.31 -0.316
O -5.02 -3.32 2.52 -0.281
O 2.44 3.66 0.67 -0.264
O 4.44 -3.20 -1.40 -0.304
O -3.81 -4.41 5.58 -0.264
O -0.39 -3.21 -5.25 -0.274
O 1.97 -0.21 4.39 0.155
O 5.38 -4.95 -3.00 -0.247
O -0.24 -1.34 -8.48 -0.280
O 2.00 2.48 2.81 -0.314
O -4.80 1.39 4.17 0.180
O 4.04 0.45 2.10 -0.286
O -4.00 -1.12 2.59 -0.338
O 0.18 -6.65 1.50 -0.321
O -5.75 1.46 -0.26 -0.269
O 4.43 1.71 -0.06 -0.264
O -2.46 -2.97 4.18 -0.306
O -4.98 2.13 -3.35 -0.251
O 7.57 -2.86 -3.06 -0.255
O 0.77 -9.69 1.46 -0.297
O -7.31 1.48 -2.92 -0.241
N -0.28 -0.89 -0.47 0.143
N 3.26 -0.48 4.69 0.140
N -5.47 -0.23 -2.12 -0.280
N 3.60 -0.56 -5.39 0.114
N -4.95 -2.06 4.72 -0.257
N -0.75 6.05 -2.33 0.132
N -5.60 -2.60 -3.32 0.079
N 1.43 -1.77 -6.59 -0.301
N 1.86 1.20 0.63 -0.232
N -0.92 -8.25 -0.13 -0.242
N -3.60 2.13 4.32 0.157
N 4.90 -2.47 -3.82 -0.262
C -1.65 -2.92 0.57 0.070
C -1.10 3.55 4.45 -0.191
C 4.54 -0.03 -6.58 0.077
C 0.21 0.14 -2.63 -0.034
C -1.90 3.99 -3.39 0.023
C 0.92 -3.00 0.19 -0.081
C 3.33 -2.51 3.04 0.023
C 0.08 8.32 -2.86 -0.041
C 5.44 0.34 5.84 -0.105
C 3.76 -1.89 4.45 -0.402
C 0.65 4.07 -3.00 -0.114
C -5.80 -4.00 -1.16 0.052
C 3.16 0.42 7.06 -0.003
C 1.02 -2.17 -2.18 -0.087
C -4.90 -3.57 -2.36 -0.313
C 3.79 0.40 -2.93 -0.005
C 3.87 0.53 5.71 -0.384
C -0.77 4.52 -2.43 -0.354
C -0.11 6.92 -3.40 -0.407
C 3.23 -2.79 5.53 0.000
C -0.18 -1.16 -1.93 -0.347
C -4.58 3.83 2.78 0.004
C -3.15 1.04 6.53 -0.005
C 1.17 4.84 -4.22 -0.158
C -1.77 0.43 4.42 0.008
C -1.11 6.96 -4.64 0.023
C 5.92 -1.12 5.67 -0.181
C 0.97 -3.39 -1.28 -0.176
C -2.29 4.11 3.75 -0.145
C 3.30 0.56 -4.36 -0.293
C 1.30 6.32 -3.79 -0.099
C -1.60 -1.63 -2.57 0.048
C -2.55 1.53 5.19 -0.396
C -0.22 -1.46 1.86 -0.052
C 3.64 1.94 5.16 -0.047
C -2.79 2.28 2.01 0.019
C 5.35 -1.77 4.45 -0.116
C -0.91 3.99 -0.96 -0.015
C -4.86 -2.32 -4.67 0.049
C -0.28 -2.03 0.47 -0.367
C -1.51 2.61 5.58 -0.129
C -3.27 3.08 3.19 -0.435
H -0.72 2.92 -0.88 0.077
H -4.23 -1.45 -4.48 0.087
H 0.93 -3.86 0.85 0.135
H 0.60 9.00 -3.54 0.101
H -3.84 1.71 7.05 0.099
H -5.79 -3.18 -0.46 0.085
H -5.69 -2.22 -5.36 0.099
H -2.52 -2.27 0.62 0.071
H -1.08 -0.84 2.10 0.072
H 1.35 4.14 -2.16 0.121
H -0.99 0.77 3.75 0.073
H 0.58 4.73 -5.13 0.118
H 3.87 -1.96 2.27 0.069
H 2.25 -2.42 2.92 0.061
H -0.16 4.42 -0.30 0.077
H 3.86 2.88 5.66 0.113
H -5.30 3.18 2.27 0.088
H 3.39 1.22 -2.33 0.074
H -0.67 7.52 -5.46 0.106
H -3.48 1.44 1.94 0.097
H -5.89 -1.80 -2.78 0.071
H -5.51 -4.92 -0.64 0.110
H 1.01 0.65 -2.11 0.072
H 3.41 -0.53 -2.50 0.056
H 5.83 0.80 6.74 0.124
H -2.25 -0.30 3.77 0.051
H 5.60 -1.61 6.59 0.108
H -6.50 -3.01 -3.56 0.160
H -1.64 -3.41 1.54 0.097
H -2.77 3.05 1.24 0.100
H -2.71 4.86 4.42 0.130
H 5.46 0.43 -6.23 0.095
H -0.63 0.83 -2.73 0.079
H -1.86 4.81 3.03 0.135
H 0.66 8.39 -1.95 0.099
H 4.86 0.46 -2.78 0.081
H -2.07 7.47 -4.52 0.100
H 3.42 -2.50 6.56 0.079
H -1.24 -0.24 5.11 0.109
H 3.28 -0.58 7.46 0.076
H -0.88 8.83 -2.79 0.088
H 1.81 -2.43 0.47 0.099
H -5.17 4.19 3.63 0.095
H -2.43 -1.19 -2.01 0.068
H -1.92 4.21 -0.61 0.080
H -4.21 -3.14 -4.97 0.103
H -2.34 0.81 7.23 0.100
H 1.76 -4.12 -1.42 0.109
H 0.50 -0.07 -3.67 0.086
H -3.61 0.07 6.35 0.068
H 3.82 0.60 -7.09 0.082
H 1.06 -2.52 -3.21 0.108
H 3.61 1.16 7.72 0.103
H -2.85 4.50 -3.22 0.102
H -1.83 -3.70 -0.17 0.074
H -1.90 3.23 6.39 0.123
H 3.60 -3.80 5.35 0.117
H 2.16 -2.87 5.33 0.105
H 3.60 -3.56 2.95 0.113
H 0.12 -4.04 -1.48 0.103
H 0.72 3.01 -3.25 0.109
H 2.61 2.13 4.86 0.053
H -1.31 5.95 -4.99 0.063
H 4.68 -0.91 -7.21 0.102
H 2.17 4.42 -4.31 0.118
H 2.80 -1.02 -5.80 0.060
H 7.00 -1.19 5.71 0.126
H 5.67 -1.25 3.55 0.122
H -2.15 2.94 -3.24 0.087
H -0.07 -2.21 2.64 0.102
H 4.09 1.95 4.17 0.073
H 1.98 -1.70 -1.98 0.087
H -1.71 -2.71 -2.52 0.066
H 2.10 0.65 7.13 0.092
H -0.57 2.33 6.05 0.128
H 6.08 0.94 5.19 0.123
H 5.80 -2.76 4.31 0.137
H -4.22 4.61 2.11 0.099
H -1.58 -1.42 -3.64 0.078
H -1.55 3.93 -4.42 0.085
H 1.72 6.88 -4.63 0.128
H 2.00 6.44 -2.97 0.129
H -0.53 3.07 3.66 0.088
H 4.11 -1.27 -4.88 0.051
H -6.84 -4.03 -1.48 0.085
H -1.77 1.90 2.08 0.068
H -0.47 4.36 4.81 0.132
H 0.70 -0.88 1.97 0.065